No. 1
{"formula": "C17H43NO9", "method": "ωB97M-V with the def2-TZVPD basis set", "species": ["C", "C", "C", "C", "C", "C", "N", "O", "C", "C", "C", "H", "H", "H", "H", "H", "H", "H", "H", "H", "H", "H", "H", "H", "H", "H", "H", "H", "H", "H", "C", "C", "O", "O", "H", "H", "H", "H", "H", "H", "C", "C", "O", "O", "H", "H", "H", "H", "H", "H", "C", "C", "O", "O", "H", "H", "H", "H", "H", "H", "C", "C", "O", "O", "H", "H", "H", "H", "H", "H"], "positions_angstrom": [[0.0319, -3.0993, 3.1883], [0.7346, -2.1298, 2.2554], [-0.0217, -0.7467, 2.3290], [0.3876, 0.1017, 3.5148], [1.8400, 0.4266, 3.1207], [2.7475, -0.8157, 3.1014], [2.2291, -2.0064, 2.4896], [3.0555, -3.2020, 2.4463], [4.0323, -0.3902, 2.3830], [3.1407, -1.1589, 4.5510], [0.6322, -2.5788, 0.8391], [0.3082, -2.9734, 4.2351], [0.3936, -4.1217, 3.0787], [-1.0405, -3.2797, 3.1134], [0.0529, -0.2162, 1.3797], [-1.0754, -0.9278, 2.5409], [0.3397, -0.2961, 4.5285], [-0.3288, 0.9231, 3.5312], [2.0444, 1.2715, 3.7784], [1.9556, 0.8171, 2.1096], [4.7832, -1.1803, 2.3870], [3.6899, -0.1907, 1.3676], [4.5019, 0.4337, 2.9205], [2.4448, -1.6270, 5.2471], [4.0575, -1.7474, 4.5869], [3.3487, -0.2106, 5.0466], [1.1825, -1.9919, 0.1037], [-0.3574, -2.5791, 0.3821], [1.1461, -3.5392, 0.8810], [3.1753, -3.1470, 1.4953], [-1.9069, 0.7060, -2.7661], [-2.8211, 0.0578, -1.8223], [-2.0711, -0.5843, -0.7345], [-0.8396, -0.1598, -2.9626], [-1.5694, 1.6592, -2.3591], [-2.2326, 0.9377, -3.7802], [-3.3329, -0.7123, -2.3995], [-3.4951, 0.8429, -1.4798], [-2.6241, -0.3662, 0.0193], [-0.8086, -0.6666, -2.1479], [-2.6849, 2.5516, 2.6856], [-2.5169, 1.7723, 1.3366], [-3.4139, 0.6446, 1.4314], [-4.0895, 2.7754, 3.0296], [-1.9630, 3.3682, 2.6947], [-2.2954, 1.9687, 3.5202], [-1.5158, 1.3609, 1.2075], [-2.8348, 2.3390, 0.4615], [-4.1408, 0.7760, 2.0446], [-4.3731, 3.4715, 2.4325], [-0.3993, 6.1182, -2.2853], [0.4783, 4.9633, -2.9438], [-0.1982, 3.7368, -2.8437], [-0.5209, 5.8928, -0.9132], [-1.3645, 5.8323, -2.7033], [-0.1159, 7.1262, -2.5880], [1.4806, 4.9043, -2.5197], [0.7175, 5.2861, -3.9570], [0.4363, 3.0166, -2.8297], [-0.3320, 4.9639, -0.7618], [-0.2825, -2.9359, -5.6989], [0.6772, -4.1009, -5.9569], [0.0886, -5.0364, -6.8171], [0.3261, -1.7856, -5.1224], [-1.2215, -3.2622, -5.2517], [-0.6132, -2.5082, -6.6453], [0.9901, -4.5165, -4.9991], [1.6559, -3.7608, -6.2954], [0.6417, -5.1760, -7.5893], [-0.3466, -1.3184, -4.6217]], "multiplicity": 2, "e_lumo_ev": [-2.82, -6.70], "total_energy_ha": -1404.941480, "total_charge": 1}

No. 2
{"formula": "C3H6N2S3", "method": "ωB97M-V with the def2-TZVPD basis set", "species": ["S", "N", "C", "C", "N", "S", "C", "S", "H", "H", "H", "H", "H", "H"], "positions_angstrom": [[-0.9182, 3.1817, -0.9134], [-0.4551, 1.7551, -0.4378], [0.9706, 1.1961, -0.3712], [0.8606, -0.0698, 0.3881], [-0.5221, -0.0054, 0.9227], [-1.2119, -1.3341, 1.7685], [-1.2740, 0.6875, 0.0325], [-1.7347, -0.2987, -1.6523], [1.8011, 1.9664, -0.5276], [0.9281, -0.8195, -0.2899], [1.6214, -0.1387, 1.1832], [-1.7697, -2.0340, 0.7036], [-2.3248, 1.0836, 0.4343], [-1.1417, -1.4658, -1.5510]], "e_lumo_ev": [-0.22, -0.76], "smiles": "[S-][N+]1=CCN(S)[C@@H]1S", "total_energy_ha": -1421.842065}

No. 3
{"formula": "C32H75FIN8O7PS", "method": "ωB97M-V with the def2-TZVPD basis set", "species": ["C", "C", "P", "C", "C", "C", "C", "O", "C", "O", "N", "C", "C", "C", "C", "S", "C", "C", "N", "N", "N", "C", "F", "C", "C", "O", "I", "H", "H", "H", "H", "H", "H", "H", "H", "H", "H", "H", "H", "H", "H", "H", "H", "H", "H", "H", "H", "H", "H", "H", "H", "H", "H", "H", "H", "H", "H", "H", "C", "O", "C", "C", "C", "N", "H", "H", "H", "H", "H", "H", "H", "H", "H", "H", "H", "C", "O", "C", "C", "C", "N", "H", "H", "H", "H", "H", "H", "H", "H", "H", "H", "H", "C", "O", "C", "C", "C", "N", "H", "H", "H", "H", "H", "H", "H", "H", "H", "H", "H", "C", "O", "C", "C", "C", "N", "H", "H", "H", "H", "H", "H", "H", "H", "H", "H", "H"], "positions_angstrom": [[-1.2790, -0.8539, 5.4772], [-1.6468, 0.2367, 4.4270], [-3.2309, -0.1567, 3.5135], [-4.0897, 1.4883, 3.4034], [-2.8565, -0.7690, 1.7589], [-2.0195, 0.3982, 1.1046], [-2.6770, 1.0392, -0.1542], [-3.6075, 2.0531, 0.1927], [-4.2872, -1.0351, 1.1979], [-5.1842, -0.2854, 0.9916], [-4.4270, -2.3885, 0.8824], [-3.4495, -3.1993, 1.6221], [-3.2734, -4.4474, 0.6963], [-2.2263, -5.4746, 1.1857], [-1.4999, -6.2509, 0.0596], [-0.8195, -5.2143, -1.2846], [-3.7816, -3.5889, 3.0944], [-5.2776, -3.5189, 3.5101], [-5.3266, -4.1756, 4.8632], [-5.7687, -2.1575, 3.7053], [-6.2059, -4.2587, 2.6458], [-2.2633, -2.1918, 1.6060], [-1.8058, -2.1957, 0.2496], [-0.9728, -2.5497, 2.3951], [0.2239, -2.8814, 1.4849], [0.5787, -3.9473, 1.2770], [1.3717, -1.2822, 0.5626], [-1.7507, -1.8125, 5.2252], [-1.5980, -0.5511, 6.4828], [-0.1926, -1.0068, 5.5485], [-1.7241, 1.2063, 4.9387], [-0.7754, 0.3321, 3.7532], [-4.9340, 1.4690, 2.7058], [-3.3426, 2.2079, 3.0260], [-4.4683, 1.8082, 4.3798], [-1.0682, -0.0332, 0.7658], [-1.7741, 1.1956, 1.8155], [-1.8467, 1.5119, -0.7140], [-3.1188, 0.2744, -0.7988], [-3.1585, 2.6865, 0.7676], [-5.3646, -2.7525, 0.8101], [-3.0937, -4.0723, -0.3145], [-4.2516, -4.9551, 0.6790], [-2.7778, -6.2345, 1.7664], [-1.4809, -5.0617, 1.8690], [-2.1007, -7.0696, -0.3536], [-0.6363, -6.7470, 0.5236], [-1.6513, -5.5110, -2.3162], [-3.4498, -4.6063, 3.3518], [-3.2425, -2.9261, 3.7851], [-5.4443, -5.1708, 4.6683], [-6.2216, -3.9012, 5.2650], [-5.4979, -1.9106, 4.6542], [-6.7876, -2.1519, 3.6760], [-6.7664, -3.6373, 2.0739], [-5.7504, -4.9766, 2.0966], [-0.6590, -1.6737, 2.9808], [-1.1171, -3.3722, 3.1029], [2.6990, 0.9673, -4.9973], [2.3989, 2.2033, -4.3710], [1.0239, 2.5458, -4.3488], [0.2227, 1.9014, -3.2044], [-0.1118, 0.4322, -3.4449], [0.9154, 2.0232, -1.9186], [2.0340, 0.7659, -5.8420], [2.6504, 0.1478, -4.2759], [3.7234, 1.0200, -5.3690], [0.9984, 3.6303, -4.2065], [0.5598, 2.3470, -5.3236], [-0.7274, 2.4410, -3.1321], [0.7500, -0.2191, -3.2965], [-0.8846, 0.1020, -2.7482], [-0.4888, 0.2760, -4.4583], [1.0595, 3.0086, -1.7120], [1.8607, 1.6648, -2.0490], [-4.7534, 5.9160, 5.9448], [-5.3463, 5.0220, 5.0202], [-6.0777, 5.6418, 3.9753], [-5.2195, 6.1180, 2.7912], [-4.4567, 7.4094, 3.0705], [-4.2702, 5.0876, 2.3620], [-5.3729, 6.8017, 6.1111], [-3.7560, 6.2121, 5.6114], [-4.6416, 5.3888, 6.8928], [-6.7617, 4.8729, 3.6051], [-6.7028, 6.4532, 4.3697], [-5.9010, 6.3199, 1.9594], [-3.5939, 7.2499, 3.7177], [-4.0822, 7.8349, 2.1386], [-5.1035, 8.1541, 3.5399], [-4.7915, 4.2562, 2.0908], [-3.7552, 4.7894, 3.1881], [7.4100, -1.0236, 1.1109], [7.3606, 0.3094, 0.6333], [7.5048, 0.4467, -0.7688], [6.2078, 0.2318, -1.5667], [5.8186, -1.2363, -1.7131], [5.0805, 0.9632, -0.9850], [8.1046, -1.6390, 0.5323], [6.4147, -1.4735, 1.1056], [7.7531, -0.9936, 2.1454], [7.8288, 1.4794, -0.9274], [8.3144, -0.1956, -1.1392], [6.3806, 0.6228, -2.5744], [5.4009, -1.6510, -0.7956], [5.0590, -1.3513, -2.4883], [6.6802, -1.8442, -2.0001], [5.3021, 1.9558, -0.9714], [5.0332, 0.7146, 0.0012], [6.2410, -0.7997, -5.4829], [5.8627, -0.1141, -6.6630], [6.6821, 0.9928, -6.9983], [7.9688, 0.6274, -7.7574], [9.0592, 0.0451, -6.8633], [7.7066, -0.3069, -8.8567], [6.6426, -0.1201, -4.7263], [6.9655, -1.5853, -5.7094], [5.3506, -1.2817, -5.0772], [6.0708, 1.6173, -7.6559], [6.8997, 1.5962, -6.1074], [8.3635, 1.5536, -8.1863], [8.8552, -0.9875, -6.5792], [10.0168, 0.0490, -7.3855], [9.1754, 0.6347, -5.9508], [7.0472, 0.1205, -9.5021], [7.1889, -1.0933, -8.4701]], "e_lumo_ev": 0.54, "smiles": "CCP(C)[C@]1(CCO)C(=O)N[C@](CCCS)(CC(N)(N)N)[C@]1(F)CC(=O)I.COC[C@@H](C)N.COC[C@@H](C)N.COC[C@@H](C)N.COC[C@@H](C)N", "total_energy_ha": -3365.983729}

> Which formula does entry 1 have?

C17H43NO9